Entry 1:
This record from the OMol25 dataset describes C3H8N2O in the gas phase at a distorted geometry. The level of theory is ωB97M-V with the def2-TZVPD basis set.

Molecular weight, g/mol: 88.110
SMILES: CC(=O)N(C)N
Energy above the lowest of the compared OMol25 structures with the same formula, charge and spin, eV: 2.702
HOMO-LUMO gap, eV: 10.251
HOMO level, eV: -9.5
Energy, Ha: -303.79284

Cartesian coordinates (Å):
C (0.67, -0.91, 1.40)
C (0.07, 0.56, -0.48)
C (1.01, 1.60, 0.08)
H (1.72, -1.56, 1.07)
H (-0.06, -1.63, 2.06)
H (0.94, 0.09, 2.11)
H (-0.99, -1.82, -1.10)
H (-2.00, -0.95, -0.10)
H (2.06, 1.23, 0.36)
H (0.54, 2.19, 0.95)
H (1.07, 2.36, -0.70)
N (-0.09, -0.58, 0.23)
N (-1.11, -1.47, -0.12)
O (-0.67, 0.87, -1.43)

Now the natural (NBO) charges, all in e:
1. C -0.43
2. C 0.65
3. C -0.73
4. H 0.20
5. H 0.24
6. H 0.22
7. H 0.37
8. H 0.36
9. H 0.23
10. H 0.24
11. H 0.25
12. N -0.32
13. N -0.65
14. O -0.63

***

Entry 2:
This record from the OMol25 dataset describes a 2-piece molecular cluster, C3H8N2O overall at a distorted geometry. The level of theory is ωB97M-V with the def2-TZVPD basis set.

Molecular weight, g/mol: 88.110
SMILES: C=NC.NC=O
Energy above the lowest of the compared OMol25 structures with the same formula, charge and spin, eV: 1.829
HOMO-LUMO gap, eV: 10.981
HOMO level, eV: -10.0
Energy, Ha: -303.82493

Cartesian coordinates (Å):
C (-1.86, 0.75, 1.38)
C (-1.00, 0.09, -0.66)
N (-1.18, -0.25, 0.54)
H (-1.51, 1.75, 1.14)
H (-2.93, 0.76, 1.21)
H (-1.75, 0.46, 2.42)
H (-0.47, -0.55, -1.35)
H (-1.35, 1.07, -0.98)
C (2.18, -0.53, -1.25)
N (1.84, -0.70, 0.05)
O (1.72, 0.29, -2.02)
H (3.00, -1.18, -1.58)
H (2.31, -1.45, 0.53)
H (1.01, -0.50, 0.57)

Now the natural (NBO) charges, all in e:
1. C -0.46
2. C -0.03
3. N -0.44
4. H 0.19
5. H 0.20
6. H 0.21
7. H 0.19
8. H 0.14
9. C 0.52
10. N -0.83
11. O -0.61
12. H 0.11
13. H 0.38
14. H 0.43

***

Entry 3:
This record from the OMol25 dataset describes C3H8N2O in the gas phase at a distorted geometry. The level of theory is ωB97M-V with the def2-TZVPD basis set.

Molecular weight, g/mol: 88.110
SMILES: NNCCC=O
Energy above the lowest of the compared OMol25 structures with the same formula, charge and spin, eV: 3.215
HOMO-LUMO gap, eV: 10.241
HOMO level, eV: -9.4
Energy, Ha: -303.77397

Cartesian coordinates (Å):
C (-1.36, 0.27, -0.53)
C (-0.11, 0.85, 0.13)
C (-2.37, -0.39, 0.36)
N (0.74, -0.25, 0.78)
N (1.27, -1.03, -0.29)
O (-3.55, -0.36, -0.01)
H (-2.01, 1.02, -1.21)
H (-0.92, -0.55, -1.19)
H (0.44, 1.48, -0.68)
H (-0.38, 1.57, 0.88)
H (-2.13, -0.88, 1.26)
H (1.55, -1.91, 0.09)
H (1.98, -0.33, -0.64)
H (1.49, 0.22, 1.26)

Now the natural (NBO) charges, all in e:
1. C -0.54
2. C -0.24
3. C 0.42
4. N -0.47
5. N -0.69
6. O -0.54
7. H 0.25
8. H 0.26
9. H 0.17
10. H 0.20
11. H 0.14
12. H 0.37
13. H 0.34
14. H 0.33

***

Entry 4:
This record from the OMol25 dataset describes C3H8N2O2 in the gas phase at a distorted geometry. The level of theory is ωB97M-V with the def2-TZVPD basis set.

Molecular weight, g/mol: 104.109
SMILES: CONC(=O)CN
Energy above the lowest of the compared OMol25 structures with the same formula, charge and spin, eV: 2.930
HOMO-LUMO gap, eV: 10.512
HOMO level, eV: -9.7
Energy, Ha: -379.03334

Cartesian coordinates (Å):
C (2.31, -0.31, 0.35)
C (-0.74, 0.89, -0.09)
C (-1.06, -0.54, -0.21)
H (2.88, -1.20, -0.01)
H (3.06, 0.44, 0.61)
H (1.78, -0.56, 1.27)
H (0.83, 2.05, -0.54)
H (-0.69, -0.89, -1.18)
H (-0.50, -1.24, 0.48)
H (-3.08, -0.31, -0.67)
H (-2.84, -0.55, 0.84)
N (0.61, 1.13, -0.21)
N (-2.52, -0.87, -0.08)
O (1.46, 0.14, -0.71)
O (-1.51, 1.82, 0.16)

Now the natural (NBO) charges, all in e:
1. C -0.26
2. C 0.63
3. C -0.35
4. H 0.20
5. H 0.18
6. H 0.18
7. H 0.38
8. H 0.23
9. H 0.23
10. H 0.36
11. H 0.36
12. N -0.35
13. N -0.81
14. O -0.38
15. O -0.60

***

Which value of energy does entry 1 give? -303.79284 Ha

***

Among the records above, which one has the highest HOMO level? number 3

***

Number 4 is which compound? C3H8N2O2

***

What is the molecular weight in the first record? 88.110 g/mol